# 1
42
Properties=species:S:1:pos:R:3:forces:R:3:mulliken_charge:R:1 method="wB97M-V/def2-TZVPD" homo_energy_ev="-16.902 / -16.447" charge=+2 gap_ev="5.854 / 4.273" e_above_lowest_ev=0.939
Mo 0.119974 0.139793 -0.313715 0.5 -0.7 0.5 1.127
S 1.577850 0.808281 -2.512244 -0.4 0.2 0.2 1.158
F 1.345045 0.066955 -4.974724 0.0 0.1 0.0 -0.149
F -0.423261 1.042181 -4.187604 -0.1 0.0 0.0 -0.146
F 1.333756 2.217594 -4.650208 0.0 0.0 0.0 -0.143
O 1.907414 0.604906 0.542258 -0.2 0.0 0.1 0.317
O 0.064094 -1.425585 0.477655 -0.1 0.3 -0.4 -0.544
O 0.641557 1.616320 -1.583276 0.4 0.2 -0.5 -0.466
O 1.196251 -0.577042 -2.009754 -0.2 0.3 0.3 -0.519
O 1.046178 -3.231683 1.504375 0.0 0.1 0.1 -0.424
O 2.937977 1.171616 -2.455919 0.0 -0.1 -0.1 -0.458
N -3.107765 -0.342919 -2.573194 0.1 0.1 0.1 -0.369
N -0.097740 1.653239 2.207457 -0.1 0.1 0.0 -0.086
N -2.165156 2.361228 2.310844 0.2 0.0 0.2 -0.378
N -1.680644 0.123659 -1.052338 0.2 -0.2 -0.2 0.800
N -3.738412 0.498735 -1.736007 0.1 -0.2 -0.1 -0.385
N -0.753062 1.272269 1.001538 0.1 0.0 0.2 0.636
N -1.245300 -3.156609 1.312172 0.0 0.0 0.0 -0.136
N -0.941676 2.264273 2.902769 -0.2 0.0 -0.1 -0.488
N -1.907994 -0.595557 -2.246722 -0.2 0.1 0.0 -0.443
N -2.337667 -2.403349 0.861178 0.0 -0.1 0.0 -0.465
N -2.992270 1.614446 0.228336 0.0 0.0 0.0 -0.024
C 2.957435 -0.383880 1.030330 -0.1 0.1 -0.1 -0.288
C 0.884287 1.056628 -4.255767 0.2 -0.1 0.0 0.657
C 2.515035 1.961921 0.812508 0.0 -0.2 -0.2 -0.679
C -2.842152 0.783866 -0.825903 -0.2 0.2 0.1 0.484
C -2.022816 1.764768 1.167231 -0.2 0.0 -0.1 0.290
C 0.015836 -2.767062 1.197981 0.1 -0.3 -0.1 0.392
C 3.164288 1.784310 2.157878 0.0 0.0 0.0 -0.579
C 3.642950 0.316088 2.190514 0.0 0.0 0.0 -0.629
H 3.590170 -0.520879 0.153481 0.0 0.0 0.0 0.322
H -1.370834 -4.060548 1.756901 0.0 0.0 0.0 0.258
H 1.711832 2.687682 0.748250 0.0 0.0 0.0 0.425
H 3.225523 2.100880 -0.003403 0.0 0.0 0.0 0.557
H 4.720997 0.240772 2.064112 0.0 0.0 0.0 0.353
H -2.787781 -2.909555 0.103501 0.0 0.0 0.0 0.279
H 2.442883 1.971826 2.948003 0.0 0.0 0.0 0.259
H 2.437607 -1.306367 1.264327 0.0 0.0 0.0 0.146
H -2.999359 -2.318686 1.626480 0.0 0.0 0.0 0.293
H 3.380128 -0.153499 3.134420 0.0 0.0 0.0 0.313
H 3.987529 2.488405 2.262596 0.0 0.0 0.0 0.446
H -3.869163 2.116171 0.342373 0.0 0.0 0.0 0.287

***

# 2
57
Properties=species:S:1:pos:R:3:forces:R:3:mulliken_charge:R:1 method="wB97M-V/def2-TZVPD" homo_energy_ev="-10.495 / -11.362" spin_multiplicity=3 charge=+1 gap_ev="6.536 / 6.632" e_above_lowest_ev=0.000
W -0.391711 -0.393150 -0.120080 0.9 0.1 -0.4 1.104
S -1.277954 -3.949750 -1.532875 0.1 -0.1 0.0 -0.048
S -0.311871 1.911484 0.629520 0.0 -0.1 0.2 -0.493
S 0.167284 -2.661007 0.732867 0.0 -0.1 0.1 -0.290
S 1.163273 2.872652 3.113608 0.0 0.1 0.2 0.028
O -1.515928 0.346648 -1.585701 -0.2 0.0 0.1 -0.700
N 1.582227 -0.029972 0.697728 -0.3 0.0 0.1 0.667
N 1.079875 -0.883811 -1.642458 -0.3 0.1 0.1 -0.010
N 1.800363 0.750946 1.800691 0.1 0.0 0.1 -1.419
N -2.163050 -1.835309 -0.235919 -0.2 -0.1 -0.1 0.035
N -2.159397 -1.127230 0.977647 0.0 0.4 0.0 -0.681
C -4.894587 1.226917 -2.567805 0.0 0.0 0.1 -0.610
C 0.748766 -1.243607 -2.888149 0.0 0.0 0.0 -0.068
C 0.940140 1.717799 1.855735 -0.2 -0.1 -0.5 0.520
C -5.003085 -2.909015 -1.127253 -0.1 0.0 0.0 0.096
C -5.399862 -5.447638 -0.080291 0.0 0.0 0.0 -0.630
C 1.647526 -1.869860 -3.730034 0.1 0.0 0.0 -0.873
C -3.030103 0.690317 2.235602 0.0 0.0 0.0 -1.724
C -5.559791 1.223938 -1.339445 0.1 0.0 -0.1 -0.781
C -0.241956 3.981059 2.895715 0.1 0.0 0.0 -0.723
C -4.089368 -3.917663 -1.403221 0.0 0.0 0.0 0.512
C -3.551364 0.916052 -2.646585 0.1 0.2 -0.1 -0.626
C -4.865149 0.878573 -0.200044 0.0 0.0 0.0 -0.795
C 2.922336 -2.153581 -3.259025 -0.1 0.0 -0.1 -0.246
C -2.839282 0.579946 -1.498808 0.1 -0.2 0.1 0.852
C -6.112907 -3.167381 -0.333831 0.0 0.0 0.0 -0.662
C 2.596154 -0.571295 0.122234 0.1 0.0 0.0 -0.156
C -6.310865 -4.434594 0.194365 0.0 0.0 0.0 -0.455
C 3.267090 -1.774714 -1.973947 0.2 0.0 0.1 -0.958
C -2.906957 -3.634945 -2.289573 0.0 -0.2 0.0 -0.924
C 2.332521 -1.129220 -1.186868 -0.1 0.0 -0.2 0.718
C -3.518364 0.504083 -0.272072 0.0 -0.1 0.1 1.061
C -1.215419 -2.773355 -0.284722 0.0 0.0 0.1 0.269
C -2.846215 0.001707 0.927703 -0.3 0.0 0.0 0.670
C -4.296619 -5.189551 -0.877390 0.1 0.0 0.0 -0.385
H -3.040213 1.769654 2.104648 0.0 0.0 0.0 0.352
H -5.371153 0.846953 0.756850 0.0 0.0 0.0 0.388
H -0.142980 4.568577 1.986613 0.0 0.0 0.0 0.318
H -3.586415 -5.980433 -1.092842 0.0 0.0 0.0 0.367
H 3.585908 -0.505787 0.558720 0.0 0.1 0.0 0.491
H -5.552718 -6.440443 0.321904 0.0 0.0 0.0 0.393
H -2.254562 0.387095 2.935635 0.0 0.0 0.0 0.386
H 3.638119 -2.657953 -3.893781 0.0 0.0 0.0 0.447
H -0.262030 -1.005609 -3.189364 0.0 0.0 0.0 0.526
H -5.432139 1.490544 -3.469144 0.0 0.0 0.0 0.434
H -4.847619 -1.915843 -1.535354 0.0 0.0 0.0 0.223
H -7.174830 -4.634607 0.814309 0.0 0.0 0.0 0.398
H -3.016622 0.957698 -3.586947 0.0 0.0 0.0 0.499
H 1.351522 -2.134751 -4.734396 0.0 0.0 0.0 0.447
H -2.916000 -2.615872 -2.670353 0.0 0.0 0.0 0.236
H -3.993255 0.388035 2.657273 0.0 0.0 0.0 0.440
H -1.175938 3.426658 2.900947 0.0 0.0 0.0 0.164
H -6.607769 1.482342 -1.282923 0.0 0.0 0.0 0.443
H 4.253877 -1.964819 -1.572948 0.0 0.0 0.0 0.448
H -2.883700 -4.322439 -3.138609 0.0 0.1 0.0 0.533
H -0.200708 4.640345 3.760530 0.0 0.0 0.0 0.370
H -6.823988 -2.375937 -0.132213 0.0 0.0 0.0 0.427

***

Let's list calculated total energy in order: -2131.00970; -2936.42074 a.u..